ORCA calculation (the ωB97M-V functional and the def2-TZVPD basis) on a molecular structure, C32H53GeN2O3S2Tl.

## Properties
Expectation value of S² = 0.7724
Spin multiplicity = 2
Total charge = +3
HOMO level (spin up / spin down) = -15.21 / -15.20 eV
Gap between HOMO and LUMO (spin up / spin down) = 4.48 / 3.19 eV

Positions of all 94 atoms, in Å:
Tl: 0.540666 -0.058661 -0.311280
C: -2.197567 3.316835 -2.796062
C: -0.769328 2.863637 -2.645008
C: 0.074695 3.354461 -1.640402
C: -0.382108 4.318724 -0.577778
C: 1.431255 2.967265 -1.614834
C: 2.376802 3.701169 -0.705334
C: 1.901361 1.980555 -2.499403
C: 3.300646 1.425450 -2.356862
C: 1.081879 1.554003 -3.556452
C: 1.651699 0.700793 -4.662899
C: -0.253765 1.979006 -3.616340
C: -1.119752 1.523277 -4.757417
H: -2.884655 2.470751 -2.855194
H: -2.307865 3.878483 -3.726206
H: -2.539673 3.956807 -1.992230
H: -0.269359 3.873681 0.415272
H: -1.413582 4.629366 -0.688210
H: 0.227250 5.222972 -0.591059
H: 2.084149 3.627298 0.345926
H: 2.361002 4.765377 -0.949460
H: 3.405368 3.372276 -0.808852
H: 4.016791 2.013709 -2.936984
H: 3.350192 0.398781 -2.722070
H: 3.633727 1.431356 -1.319434
H: 1.427250 -0.365343 -4.518864
H: 2.731371 0.804833 -4.725725
H: 1.249232 0.995437 -5.629314
H: -0.825132 0.547313 -5.139852
H: -1.022606 2.233446 -5.585600
H: -2.175952 1.491918 -4.502400
C: 0.727543 -4.022603 2.492204
C: -0.649192 -3.655132 1.965001
C: -0.900560 -4.269531 0.587464
C: -1.746879 -4.060949 2.937785
O: -0.719300 -2.219864 1.728583
Ge: -0.953483 -0.873519 2.792957
O: 0.573169 -0.115873 3.083955
C: 0.973181 0.861680 4.090367
C: 2.149031 1.599363 3.440822
C: 1.400055 0.124738 5.347088
C: -0.166315 1.829286 4.367605
O: -1.980146 0.281247 2.035157
C: -3.396910 0.559869 1.903441
C: -4.087600 -0.545861 1.122003
C: -4.016555 0.749082 3.278957
C: -3.418647 1.881024 1.119110
H: 0.788842 -5.098432 2.646607
H: 1.500294 -3.717394 1.784659
H: 0.914034 -3.529011 3.448938
H: -0.881928 -5.355688 0.663848
H: -1.874480 -3.958518 0.209058
H: -0.125355 -3.941430 -0.103625
H: -1.710301 -5.129769 3.137878
H: -1.603446 -3.531041 3.888735
H: -2.732156 -3.816534 2.538933
H: 2.990692 0.925925 3.281937
H: 1.839327 2.027830 2.486254
H: 2.467989 2.405429 4.099301
H: 2.232230 -0.551074 5.151107
H: 1.699073 0.833489 6.117049
H: 0.560114 -0.461143 5.733270
H: -0.472525 2.345266 3.456955
H: -1.025653 1.278141 4.770621
H: 0.139063 2.567716 5.105383
H: -4.104660 -1.475857 1.696444
H: -5.115640 -0.259078 0.909604
H: -3.571197 -0.722991 0.176927
H: -3.921735 -0.176446 3.858076
H: -3.522474 1.556073 3.819620
H: -5.073582 0.989605 3.185075
H: -2.867763 1.779960 0.181973
H: -4.453990 2.138338 0.900180
H: -2.976654 2.680537 1.711765
C: 4.008562 -1.481810 1.035328
C: 3.615228 -2.058395 -0.272217
N: 2.460694 -1.855774 -0.834291
C: 2.346264 -2.537173 -2.027155
C: 3.481965 -3.269590 -2.365961
S: 4.676543 -3.109530 -1.185719
C: 1.136553 -2.494035 -2.779208
C: 0.899316 -3.192180 -3.963897
S: -0.674795 -2.935171 -4.509895
C: -0.964431 -1.890072 -3.132448
N: 0.057903 -1.757323 -2.342448
C: -2.285696 -1.258978 -2.910174
H: 3.146456 -0.995035 1.487749
H: 4.814843 -0.754053 0.915524
H: 4.380749 -2.264006 1.699640
H: 3.643577 -3.883426 -3.239911
H: 1.577105 -3.835728 -4.505351
H: -2.734661 -0.931628 -3.848020
H: -2.183386 -0.411860 -2.233732
H: -2.972281 -1.986065 -2.466563

Cartesian forces, eV/Å:
Tl -0.132 0.746 -0.181
C -0.037 0.012 -0.035
C 0.111 -0.249 -0.007
C 0.215 -0.096 -0.109
C 0.010 0.097 -0.077
C -0.184 -0.306 -0.109
C -0.050 -0.058 0.242
C -0.094 0.127 0.180
C 0.028 0.149 -0.192
C -0.356 -0.090 0.208
C 0.027 -0.033 0.105
C 0.215 -0.077 0.332
C -0.008 0.216 -0.179
H -0.034 0.017 0.025
H -0.066 -0.009 0.011
H -0.001 0.003 0.005
H 0.013 0.046 0.024
H -0.010 -0.001 0.031
H -0.031 0.019 0.038
H 0.075 0.005 0.014
H 0.001 -0.014 0.006
H 0.005 0.003 0.045
H 0.095 -0.080 0.057
H 0.045 -0.011 -0.006
H 0.020 -0.001 -0.004
H 0.014 0.010 -0.090
H 0.013 -0.034 -0.041
H -0.005 -0.042 -0.013
H -0.003 -0.035 -0.010
H -0.079 -0.102 -0.060
H 0.007 -0.014 0.010
C -0.130 0.296 0.015
C -0.081 -0.786 -0.093
C -0.015 0.175 0.229
C 0.058 0.338 -0.117
O -0.244 0.321 0.448
Ge 0.511 0.771 -1.369
O -0.357 -0.878 0.186
C 0.369 0.823 0.381
C -0.210 -0.209 0.015
C -0.162 -0.182 -0.189
C -0.040 -0.339 -0.210
O 0.385 -0.341 0.665
C -0.861 0.514 -0.302
C 0.329 -0.067 0.146
C 0.356 -0.131 -0.022
C 0.037 -0.278 0.177
H 0.045 -0.005 0.001
H 0.026 -0.021 -0.004
H 0.052 -0.043 0.032
H 0.024 0.003 -0.045
H -0.008 -0.037 -0.010
H 0.073 -0.039 -0.108
H -0.007 0.000 0.063
H -0.011 -0.073 0.106
H -0.008 -0.013 0.005
H 0.025 0.000 0.013
H 0.028 0.066 0.010
H 0.046 0.004 -0.015
H 0.006 0.017 -0.013
H 0.010 0.010 0.003
H 0.020 0.019 0.091
H -0.018 0.017 0.017
H -0.042 0.101 0.080
H -0.035 -0.006 0.045
H -0.029 -0.027 -0.027
H -0.020 -0.031 0.014
H -0.021 -0.005 -0.031
H -0.094 -0.008 0.035
H -0.027 0.019 0.003
H -0.018 -0.025 0.025
H -0.047 0.023 -0.029
H 0.016 0.052 -0.034
H 0.020 0.029 -0.033
C 0.121 -0.031 0.000
C -0.292 0.131 -0.005
N 0.096 -0.138 -0.069
C -0.434 0.136 -0.107
C 0.572 -0.208 0.107
S -0.237 -0.054 -0.336
C 0.276 0.162 0.430
C -0.414 -0.235 -0.542
S 0.461 -0.097 0.074
C 0.037 0.166 0.196
N 0.070 -0.145 -0.084
C -0.105 -0.031 -0.055
H 0.022 -0.003 0.047
H -0.004 -0.006 -0.039
H -0.016 0.024 0.028
H -0.005 0.010 -0.003
H 0.016 0.017 0.003
H 0.038 0.039 0.016
H 0.011 0.044 -0.043
H 0.034 -0.030 0.009

Quick look at the Löwdin charges, all values in e:
1 Tl 0.992
2 C -0.025
3 C -0.174
4 C -0.194
5 C -0.021
6 C -0.233
7 C -0.023
8 C -0.245
9 C -0.051
10 C -0.198
11 C -0.019
12 C -0.186
13 C -0.037
14 H 0.076
15 H 0.109
16 H 0.066
17 H 0.082
18 H 0.068
19 H 0.096
20 H 0.078
21 H 0.106
22 H 0.074
23 H 0.112
24 H 0.060
25 H 0.068
26 H 0.065
27 H 0.085
28 H 0.094
29 H 0.065
30 H 0.117
31 H 0.067
32 C -0.005
33 C -0.644
34 C -0.004
35 C -0.014
36 O -0.252
37 Ge 0.996
38 O -0.237
39 C -0.638
40 C 0.000
41 C -0.008
42 C -0.020
43 O -0.229
44 C -0.634
45 C -0.008
46 C -0.009
47 C 0.002
48 H 0.110
49 H 0.080
50 H 0.096
51 H 0.110
52 H 0.095
53 H 0.071
54 H 0.113
55 H 0.090
56 H 0.095
57 H 0.086
58 H 0.078
59 H 0.112
60 H 0.097
61 H 0.111
62 H 0.094
63 H 0.093
64 H 0.086
65 H 0.114
66 H 0.089
67 H 0.109
68 H 0.079
69 H 0.094
70 H 0.094
71 H 0.112
72 H 0.080
73 H 0.109
74 H 0.096
75 C -0.029
76 C -0.558
77 N 0.010
78 C -0.291
79 C -0.240
80 S 1.233
81 C -0.300
82 C -0.244
83 S 1.231
84 C -0.552
85 N 0.022
86 C -0.032
87 H 0.066
88 H 0.113
89 H 0.107
90 H 0.108
91 H 0.109
92 H 0.098
93 H 0.076
94 H 0.109


ORCA calculation (the ωB97M-V functional and the def2-TZVPD basis) on a molecular structure, C32H53N2O3PdSi2Te.

## Properties
Expectation value of S² = 6.0330
Spin multiplicity = 5
Total charge = +3
HOMO level (spin up / spin down) = -15.33 / -16.55 eV
Gap between HOMO and LUMO (spin up / spin down) = 6.99 / 4.45 eV

Positions of all 94 atoms, in Å:
Pd: -1.469030 -0.649786 0.240979
C: -4.430459 -1.429380 -2.222532
C: -4.052152 -2.217069 -1.024896
C: -4.860058 -3.378805 -0.575645
O: -2.654309 -2.361211 -0.874620
C: -4.484011 -0.726976 1.005219
O: -3.409862 -0.870927 1.484837
O: -5.560721 -0.402537 0.766292
H: -4.541799 -2.094944 -3.087934
H: -3.668112 -0.695503 -2.477933
H: -5.389729 -0.932746 -2.076062
H: -4.761949 -4.213541 -1.282419
H: -5.915952 -3.113818 -0.539403
H: -4.563513 -3.737953 0.414244
H: -2.496505 -3.149853 -0.335190
C: 0.630653 -1.613910 3.392369
C: -0.308704 -0.518611 3.791197
C: -0.877761 -0.463860 5.031290
C: -1.762815 0.595624 5.393625
C: -2.076374 1.613120 4.500042
C: -1.533511 1.615912 3.236710
C: -1.830210 2.718280 2.279782
C: -0.623366 0.533128 2.881661
N: -0.130215 0.487738 1.586328
C: 0.932266 1.042483 1.131977
C: 1.864378 1.732583 2.077782
C: 1.195695 1.080040 -0.361664
C: 2.667963 0.905939 -0.718585
N: 0.343431 0.024793 -1.089126
C: -0.086252 0.284659 -2.461951
C: -1.304898 0.958365 -2.699503
C: -2.223628 1.556614 -1.660210
C: -1.712656 1.151422 -4.011770
C: -0.955747 0.705564 -5.080458
C: 0.239456 0.063180 -4.839168
C: 0.704665 -0.159516 -3.543035
C: 2.052972 -0.854866 -3.475619
H: 0.713237 -2.356995 4.182148
H: 1.633053 -1.222374 3.203913
H: 0.279775 -2.109375 2.484307
H: -0.655367 -1.230194 5.763022
H: -2.195732 0.598573 6.386407
H: -2.750705 2.404554 4.799950
H: -1.184323 3.573197 2.506832
H: -2.857083 3.062176 2.399786
H: -1.657038 2.446298 1.241798
H: 1.552625 2.772668 2.197837
H: 2.888850 1.740662 1.721589
H: 1.829005 1.259885 3.059504
H: 3.261931 1.700493 -0.278715
H: 2.775193 1.003422 -1.797139
H: 3.082192 -0.045897 -0.400382
H: -1.979780 1.322192 -0.618061
H: -3.255478 1.254903 -1.836453
H: -2.208197 2.646389 -1.732118
H: -2.644850 1.672288 -4.196328
H: -1.296296 0.866819 -6.094295
H: 0.844206 -0.280386 -5.668754
H: 2.769754 -0.310371 -4.090747
H: 1.975979 -1.859373 -3.895420
H: 2.504998 -0.928941 -2.488588
C: 0.681809 5.077691 0.951784
Si: 1.543466 4.218594 -0.475409
C: 3.391359 4.192763 -0.225470
C: 1.098423 5.130184 -2.035430
C: 0.750213 2.479282 -0.831802
Te: 0.574929 -2.031217 -0.891916
C: 2.281152 -2.420719 0.244930
Si: 2.398696 -4.354410 0.505505
C: 0.872073 -4.882408 1.445816
C: 3.970714 -4.626155 1.442252
C: 2.409304 -5.066705 -1.215499
H: 1.022217 6.116775 0.949929
H: 0.880897 4.702724 1.957033
H: -0.399068 5.110453 0.793465
H: 3.720001 5.234791 -0.182480
H: 3.924572 3.730952 -1.058397
H: 3.724545 3.726564 0.704073
H: 1.389818 6.179459 -1.957359
H: 0.021829 5.108990 -2.223078
H: 1.600918 4.715005 -2.911427
H: 0.839965 2.457113 -1.922895
H: -0.311156 2.616715 -0.624436
H: 2.278417 -1.861452 1.178113
H: 3.134603 -2.124771 -0.367238
H: 0.854813 -4.485631 2.462187
H: 0.861605 -5.971683 1.529599
H: -0.063538 -4.600571 0.949884
H: 3.962248 -4.133115 2.415918
H: 4.842559 -4.275577 0.887458
H: 4.107955 -5.695859 1.618810
H: 1.463241 -4.946803 -1.752468
H: 2.591163 -6.142747 -1.158629
H: 3.207173 -4.642481 -1.829551

Cartesian forces, eV/Å:
Pd 0.116 -0.283 -0.100
C 0.029 -0.039 -0.007
C 0.048 -0.007 -0.100
C 0.031 -0.002 0.024
O -0.101 0.120 0.091
C -0.271 0.562 0.418
O 0.189 -0.159 -0.071
O -0.016 -0.265 -0.212
H -0.005 -0.006 0.000
H 0.005 0.015 -0.001
H 0.002 0.006 0.008
H 0.001 -0.003 0.001
H -0.002 0.003 -0.003
H -0.011 -0.005 -0.001
H -0.001 -0.032 -0.031
C -0.025 0.016 -0.004
C 0.003 -0.029 0.059
C -0.003 0.030 -0.001
C 0.037 -0.059 0.016
C -0.016 0.014 -0.029
C 0.005 -0.014 -0.036
C 0.012 0.013 0.032
C 0.057 -0.010 0.002
N -0.237 0.123 -0.094
C 0.058 -0.146 0.178
C 0.004 0.026 -0.040
C -0.104 0.095 -0.184
C 0.052 0.039 -0.025
N 0.087 -0.264 0.333
C -0.047 0.038 -0.150
C 0.044 -0.019 -0.053
C -0.093 0.017 0.076
C -0.032 0.008 0.027
C 0.003 0.001 -0.039
C 0.025 -0.028 0.061
C 0.045 0.037 -0.081
C -0.099 -0.024 0.075
H -0.025 0.000 0.005
H -0.009 0.015 -0.003
H 0.018 -0.016 -0.003
H -0.005 0.005 0.005
H 0.000 -0.005 0.001
H 0.003 0.005 -0.007
H -0.001 0.001 -0.022
H 0.005 0.007 0.007
H -0.012 -0.013 0.003
H -0.003 0.016 -0.034
H 0.009 -0.023 0.013
H 0.002 0.010 0.008
H -0.003 -0.001 0.002
H 0.009 0.028 0.034
H 0.004 -0.036 0.015
H 0.042 0.007 -0.054
H -0.009 0.002 -0.017
H 0.008 0.001 0.005
H 0.000 -0.010 0.002
H 0.008 -0.006 0.000
H 0.000 0.009 -0.016
H -0.004 0.022 -0.031
H 0.018 -0.002 0.000
H -0.062 -0.020 -0.026
C 0.008 -0.022 -0.039
Si 0.027 0.040 0.000
C -0.008 0.014 0.020
C -0.005 0.008 0.031
C 0.014 0.049 -0.027
Te 0.062 0.241 -0.117
C 0.029 -0.066 0.055
Si 0.019 0.053 -0.031
C 0.024 -0.002 -0.005
C -0.013 -0.032 0.005
C 0.003 -0.029 0.026
H 0.000 0.000 0.000
H 0.017 -0.026 -0.002
H -0.006 -0.007 0.008
H 0.015 -0.006 0.003
H -0.006 0.019 -0.009
H -0.005 0.012 -0.002
H 0.003 0.000 -0.008
H 0.002 0.000 -0.003
H 0.010 -0.007 0.004
H -0.016 -0.026 0.023
H 0.019 0.016 0.025
H -0.001 0.000 0.005
H 0.034 -0.002 0.010
H 0.001 -0.002 0.004
H -0.012 0.001 -0.002
H 0.016 -0.009 -0.002
H -0.003 0.002 0.002
H -0.009 0.007 -0.011
H 0.004 0.005 0.006
H -0.002 0.004 0.004
H -0.004 -0.001 -0.011
H -0.003 0.003 0.010

Quick look at the Löwdin charges, all values in e:
1 Pd 0.720
2 C -0.011
3 C -0.395
4 C -0.020
5 O -0.136
6 C -0.402
7 O 0.073
8 O 0.283
9 H 0.116
10 H 0.057
11 H 0.105
12 H 0.115
13 H 0.109
14 H 0.099
15 H 0.094
16 C -0.013
17 C -0.180
18 C 0.060
19 C 0.083
20 C 0.020
21 C -0.130
22 C 0.014
23 C -0.117
24 N 0.064
25 C -0.209
26 C 0.059
27 C -0.443
28 C -0.008
29 N -0.299
30 C -0.283
31 C -0.217
32 C -0.054
33 C -0.020
34 C -0.014
35 C -0.013
36 C -0.220
37 C -0.081
38 H 0.105
39 H 0.092
40 H 0.055
41 H 0.145
42 H 0.145
43 H 0.146
44 H 0.100
45 H 0.116
46 H 0.056
47 H 0.089
48 H 0.095
49 H 0.106
50 H 0.063
51 H 0.102
52 H 0.068
53 H 0.017
54 H 0.081
55 H 0.107
56 H 0.135
57 H 0.130
58 H 0.135
59 H 0.110
60 H 0.096
61 H 0.012
62 C -0.170
63 Si 0.530
64 C -0.165
65 C -0.161
66 C -0.148
67 Te 1.684
68 C -0.532
69 Si 0.416
70 C -0.174
71 C -0.153
72 C -0.179
73 H 0.055
74 H 0.017
75 H 0.037
76 H 0.057
77 H 0.046
78 H 0.030
79 H 0.054
80 H 0.044
81 H 0.048
82 H 0.096
83 H 0.056
84 H -0.002
85 H 0.021
86 H 0.028
87 H 0.057
88 H 0.013
89 H 0.044
90 H 0.051
91 H 0.057
92 H 0.023
93 H 0.056
94 H 0.050


Number 1: DFT total energy -4631.2475 Ha, strongest force on any atom 1.65 eV Å⁻¹. Number 2: DFT total energy -2560.2652 Ha, strongest force on any atom 0.75 eV Å⁻¹.